*one*
{"formula": "C4H11S2", "method": "the ωB97M-V functional and the def2-TZVPD basis", "orbital_gap_ha": 0.215, "e_homo_ev": -2.473, "total_charge": -1, "symbols": ["C", "S", "C", "H", "H", "H", "H", "H", "H", "C", "C", "S", "H", "H", "H", "H", "H"], "xyz": [[0.14680, 2.50899, 0.88614], [1.56890, 1.90367, 1.82700], [2.44015, 0.88684, 0.59198], [-0.07940, 3.47420, 1.34370], [-0.69084, 1.82864, 0.94949], [0.46656, 2.67244, -0.13762], [2.75308, -0.03471, 1.07365], [1.72988, 0.64987, -0.20331], [3.28070, 1.40167, 0.12648], [-1.45088, -2.43004, -0.15481], [-1.46496, -1.59125, -1.43901], [-1.08488, 0.20902, -1.23062], [-1.92782, -1.84230, 0.62628], [-0.40960, -2.63243, 0.11492], [-1.92563, -3.40051, -0.32648], [-2.49115, -1.55636, -1.82167], [-0.86089, -2.04775, -2.22610]]}

=====

*two*
{"formula": "C4H11S2", "method": "the ωB97M-V functional and the def2-TZVPD basis", "orbital_gap_ha": 0.209, "e_homo_ev": -2.326, "total_charge": -1, "symbols": ["C", "S", "C", "H", "H", "H", "H", "H", "H", "C", "C", "S", "H", "H", "H", "H", "H"], "xyz": [[-1.38585, 2.08107, 0.76854], [0.25311, 2.84423, 1.35410], [1.50638, 1.58985, 1.03348], [-1.24438, 1.00611, 0.64250], [-1.69456, 2.64421, -0.20957], [-2.18326, 2.08028, 1.52750], [1.11382, 0.66443, 1.54721], [1.65293, 1.56898, -0.06703], [2.42503, 1.84572, 1.58779], [0.06738, -2.83455, -1.27960], [-0.22712, -1.48234, -0.61192], [-0.16194, -0.03262, -1.66749], [1.08063, -2.73870, -1.70236], [-0.55378, -2.85593, -2.18630], [-0.10894, -3.74426, -0.70454], [0.67132, -1.15941, 0.05906], [-1.21077, -1.47708, -0.09139]]}

=====

*three*
{"formula": "C4H11S2", "method": "the ωB97M-V functional and the def2-TZVPD basis", "orbital_gap_ha": 0.215, "e_homo_ev": -2.537, "total_charge": -1, "symbols": ["C", "S", "C", "H", "H", "H", "H", "H", "H", "C", "C", "S", "H", "H", "H", "H", "H"], "xyz": [[0.81684, 1.46028, 1.66725], [2.55750, 1.88267, 1.44194], [2.78471, 1.29736, -0.26243], [0.64349, 0.39354, 1.57646], [0.20706, 1.90482, 0.88458], [0.52847, 1.86631, 2.63444], [3.85714, 1.24332, -0.42899], [2.29353, 0.33216, -0.37433], [2.34164, 1.99255, -0.97191], [-2.49455, -1.69261, -0.16131], [-1.64671, -1.53936, -1.42058], [-0.25317, -0.37559, -1.15978], [-3.00261, -0.75070, 0.06139], [-1.84829, -1.91184, 0.68764], [-3.27913, -2.45555, -0.24937], [-2.25920, -1.13341, -2.22494], [-1.24671, -2.51397, -1.70006]]}

=====

The computed energies, referenced to the most stable structure and given in kJ/mol, are *one* 18.8; *two* 93.3; *three* 0.0.